Computed, not measured: a single C24H21FN2O4S molecule at a distorted geometry, with ωB97M-V/def2-TZVPD.

```
53
Properties=species:S:1:pos:R:3:forces:R:3
C 9.262 0.546 -0.993 -0.2 0.2 0.3
C 8.852 1.028 0.395 0.4 -0.2 -0.1
O 7.658 1.784 0.380 -0.2 0.2 0.0
C 6.459 1.156 0.249 -0.2 0.0 0.0
C 5.350 2.001 0.148 0.2 -0.1 0.0
C 4.081 1.482 0.031 0.0 -0.2 0.0
C 3.878 0.103 0.012 0.5 0.0 0.1
C 4.976 -0.740 0.115 -0.3 -0.1 0.0
C 6.253 -0.219 0.231 0.3 0.3 0.1
H 7.077 -0.909 0.311 0.1 0.0 0.0
H 4.832 -1.807 0.100 0.0 0.0 0.0
N 2.560 -0.365 -0.098 -0.3 0.3 0.0
C 2.119 -1.646 -0.232 -0.1 0.2 0.0
O 2.830 -2.626 -0.298 0.1 -0.1 -0.1
C 0.626 -1.756 -0.311 -0.3 -0.2 0.0
C -0.211 -0.959 0.465 -0.1 0.0 -0.1
C -1.594 -1.110 0.398 0.3 -0.4 -0.3
C -2.110 -2.087 -0.455 -0.4 0.3 0.1
C -1.284 -2.895 -1.208 -0.1 -0.1 0.0
C 0.088 -2.737 -1.137 0.1 0.1 0.1
H 0.755 -3.366 -1.705 0.1 -0.1 0.0
H -1.736 -3.654 -1.828 0.0 -0.1 -0.1
S -3.915 -2.338 -0.532 0.9 0.7 1.2
O -4.094 -3.737 -0.902 -0.3 -1.0 -0.5
C -3.977 -2.230 1.324 -0.3 -0.1 -0.6
C -3.640 -0.809 1.685 0.0 -0.1 0.2
O -4.359 -0.112 2.366 -0.1 0.0 0.1
N -2.456 -0.333 1.183 0.1 0.2 0.2
C -2.192 1.082 1.420 -0.2 0.3 0.1
C -3.110 1.922 0.567 0.0 0.1 0.1
C -3.122 1.742 -0.811 0.0 0.1 0.1
C -3.971 2.481 -1.613 -0.1 0.1 -0.1
C -4.809 3.405 -1.014 0.1 -0.1 0.1
C -4.821 3.602 0.354 -0.1 0.1 -0.2
C -3.968 2.850 1.142 0.1 -0.1 -0.2
H -3.977 2.978 2.213 0.0 0.0 0.1
H -5.493 4.325 0.787 -0.1 0.1 0.0
F -5.638 4.133 -1.789 0.0 0.0 0.0
H -3.992 2.350 -2.683 0.0 0.0 -0.1
H -2.463 1.015 -1.265 0.1 -0.1 -0.1
H -1.153 1.299 1.173 -0.1 -0.1 0.1
H -2.367 1.295 2.477 0.1 0.0 -0.1
H -4.983 -2.466 1.664 0.0 0.1 -0.1
H -3.265 -2.950 1.726 0.1 0.0 -0.1
H 0.217 -0.260 1.169 0.0 0.1 0.1
H 1.866 0.367 -0.146 0.0 -0.2 0.0
H 3.235 2.152 -0.047 -0.1 0.1 0.0
H 5.514 3.066 0.165 0.0 0.1 0.0
H 9.604 1.721 0.784 -0.1 -0.2 0.0
H 8.768 0.185 1.093 0.0 0.1 0.0
H 9.379 1.397 -1.659 0.0 0.1 -0.1
H 8.509 -0.117 -1.413 0.0 -0.1 -0.1
H 10.207 0.013 -0.931 0.1 -0.1 0.0
```
Positions in Å, forces in eV/Å.

The largest force on an atom is 1.66 eV/Å. As for the highest occupied orbital energy: -0.2995 Ha. The total energy comes out at -49951.9014 eV.

=====

Computed, not measured: a molecular structure, C33H22Cl68N2S at a distorted geometry, with ωB97M-V/def2-TZVPD.

```
126
Properties=species:S:1:pos:R:3:forces:R:3
C 6.576 -3.481 2.449 0.6 0.6 -0.8
C 5.804 -3.027 1.217 0.1 -0.2 -0.3
C 6.433 -3.384 -0.124 -0.4 -1.1 0.7
C 4.629 -2.383 1.294 0.7 0.0 0.6
C 4.381 -1.398 2.429 -0.4 -0.8 0.1
C 3.728 -0.070 2.001 -0.6 -0.7 0.5
C 2.236 -0.145 1.565 0.1 -0.3 -0.6
C 2.159 -0.365 0.038 0.4 0.5 0.1
C 1.382 -1.114 2.410 -0.7 0.6 -0.1
C -0.025 -1.470 1.809 0.7 -0.7 0.6
C -0.042 -2.956 1.464 -0.8 1.6 0.7
C 0.521 -3.465 0.356 0.3 -0.4 -0.9
C 0.534 -4.868 0.071 0.5 1.1 0.3
C -0.040 -5.725 0.939 0.7 -1.2 -0.6
C -0.667 -5.236 2.092 -0.3 0.5 0.7
N -1.296 -5.958 3.025 -0.1 0.1 0.3
S -1.828 -4.915 4.120 0.8 0.8 0.4
N -1.293 -3.505 3.524 -0.3 -0.9 0.3
C -0.687 -3.833 2.388 0.8 -0.4 -1.1
H 6.803 -2.646 3.117 -0.1 -0.3 0.2
H 6.035 -4.281 2.958 -0.1 0.3 0.1
H 7.530 -3.909 2.125 0.0 0.1 0.2
H 7.518 -3.286 -0.014 -0.1 0.2 -0.2
H 6.073 -2.742 -0.925 0.0 -0.2 0.0
H 6.264 -4.448 -0.347 0.0 0.2 -0.3
H 3.886 -2.641 0.543 0.2 1.0 -0.4
H 3.825 -1.870 3.251 -0.1 0.3 0.0
H 5.359 -1.152 2.850 -0.1 0.0 0.0
H 4.316 0.349 1.180 0.0 0.2 0.2
H 3.770 0.584 2.880 0.2 0.1 -0.2
H 1.819 0.857 1.731 0.0 -0.1 0.0
H 1.166 -0.199 -0.386 0.0 -0.2 0.1
H 2.549 -1.329 -0.290 -0.1 0.0 0.1
H 2.810 0.392 -0.419 -0.2 -0.2 0.0
H 1.877 -2.057 2.645 0.2 0.2 -0.1
H 1.181 -0.605 3.362 0.3 -0.2 0.0
H -0.301 -0.856 0.954 0.0 0.0 0.1
H -0.752 -1.337 2.612 -0.1 0.2 -0.3
H 0.980 -2.780 -0.347 0.0 -0.1 0.0
H 1.024 -5.212 -0.831 0.0 -0.1 0.1
H 0.002 -6.790 0.716 0.0 0.6 0.3
C -5.890 -5.971 3.516 0.0 -0.2 0.0
Cl -6.275 -5.050 2.058 0.0 0.0 0.0
Cl -6.875 -7.439 3.564 0.1 0.0 0.0
Cl -4.177 -6.410 3.496 -0.9 -0.4 -0.3
Cl -6.217 -4.975 4.946 0.2 0.0 0.0
C 5.936 5.883 3.472 0.0 0.0 -0.1
Cl 4.446 5.980 4.427 0.1 -0.1 0.0
Cl 7.259 6.631 4.372 0.0 0.0 0.0
Cl 6.324 4.188 3.152 0.0 0.0 0.0
Cl 5.707 6.734 1.942 0.1 -0.1 0.0
C 3.799 2.205 -3.735 0.1 0.0 0.0
Cl 2.066 2.529 -3.574 0.1 -0.3 -0.2
Cl 4.341 1.226 -2.367 0.1 0.1 -0.1
Cl 4.098 1.334 -5.243 0.0 0.0 0.0
Cl 4.680 3.735 -3.750 0.0 0.0 0.0
C 0.757 6.169 -0.854 0.1 0.0 0.0
Cl 1.640 5.010 -1.854 -0.1 0.2 0.3
Cl 1.724 7.631 -0.621 -0.1 -0.2 0.0
Cl -0.764 6.594 -1.654 0.5 -0.1 0.5
Cl 0.409 5.440 0.718 0.0 0.0 0.0
C 2.782 10.155 2.294 0.0 -0.1 0.0
Cl 2.873 8.493 2.877 -0.1 0.2 0.0
Cl 1.162 10.801 2.591 0.2 -0.4 -0.6
Cl 3.974 11.148 3.139 0.0 0.0 0.0
Cl 3.123 10.174 0.558 0.1 0.3 0.0
C -3.078 -6.488 -2.219 0.0 -0.1 -0.1
Cl -4.552 -6.347 -1.252 0.1 0.0 0.0
Cl -1.678 -6.043 -1.224 -0.8 -0.1 -0.5
Cl -2.897 -8.157 -2.783 0.0 0.1 0.0
Cl -3.183 -5.407 -3.615 0.0 -0.2 0.1
C -4.486 7.164 -4.128 0.0 0.1 0.0
Cl -5.783 6.861 -2.966 0.0 0.0 0.0
Cl -4.612 8.819 -4.740 0.0 0.0 0.0
Cl -2.923 6.950 -3.330 -0.6 0.0 -0.4
Cl -4.626 6.033 -5.476 -0.3 0.0 0.2
C -0.271 12.993 6.351 -0.1 0.0 0.0
Cl -1.673 14.033 6.067 0.0 0.0 0.0
Cl 0.260 12.279 4.820 -0.1 0.3 0.7
Cl 1.045 13.952 7.039 0.0 0.0 0.0
Cl -0.712 11.704 7.478 0.0 0.0 0.0
C -0.947 -10.131 0.544 0.0 0.1 0.1
Cl -0.295 -11.500 1.451 0.0 0.0 -0.1
Cl 0.052 -9.837 -0.904 0.0 0.3 0.3
Cl -2.620 -10.459 0.088 0.0 0.1 0.0
Cl -0.906 -8.682 1.555 -0.3 -0.6 0.2
C -6.162 2.302 -7.371 -0.1 0.0 -0.1
Cl -6.696 3.008 -8.905 0.0 0.0 0.0
Cl -6.962 0.743 -7.138 -0.1 0.2 -0.2
Cl -4.411 2.086 -7.405 0.0 0.0 0.0
Cl -6.594 3.394 -6.050 0.0 -0.1 0.0
C -0.105 6.514 -6.266 0.0 -0.1 -0.1
Cl 0.740 5.350 -5.241 0.0 0.0 0.0
Cl 0.799 6.738 -7.772 0.0 0.0 0.0
Cl -1.726 5.909 -6.635 0.4 0.1 0.0
Cl -0.226 8.062 -5.422 0.0 0.0 0.0
C -10.820 -6.314 4.190 0.0 0.1 0.0
Cl -10.672 -6.332 2.429 0.0 0.0 0.0
Cl -12.311 -5.486 4.649 0.3 0.2 -0.2
Cl -10.863 -7.978 4.794 0.0 0.0 0.0
Cl -9.431 -5.475 4.886 -0.2 0.0 0.0
C -3.867 -1.708 -5.469 0.0 0.0 0.0
Cl -2.838 -2.201 -4.120 0.0 0.2 0.0
Cl -5.038 -0.496 -4.934 0.3 -0.2 0.3
Cl -2.861 -1.037 -6.757 0.0 0.0 0.0
Cl -4.737 -3.123 -6.081 0.0 0.0 0.0
C 7.677 6.983 -1.986 0.0 0.0 0.0
Cl 5.940 7.255 -1.774 0.0 0.0 0.0
Cl 8.281 5.960 -0.677 0.0 0.0 -0.1
Cl 7.962 6.183 -3.537 0.0 0.0 0.0
Cl 8.523 8.534 -1.961 -0.1 -0.2 0.0
C 11.012 11.778 -3.106 0.0 0.0 0.0
Cl 9.728 11.469 -1.928 0.1 0.2 0.0
Cl 10.872 13.433 -3.707 0.0 0.0 0.0
Cl 12.585 11.562 -2.330 0.0 0.0 0.0
Cl 10.856 10.643 -4.451 0.0 0.0 0.0
C -15.986 -6.976 5.078 0.0 -0.1 0.0
Cl -17.345 -7.246 6.176 0.0 0.0 0.0
Cl -15.881 -5.253 4.686 0.0 0.0 0.0
Cl -14.487 -7.497 5.851 -0.3 -0.2 0.1
Cl -16.235 -7.902 3.593 0.0 0.0 0.0
C -1.594 -13.915 -2.394 0.0 0.0 0.0
Cl -3.164 -14.047 -1.591 0.0 0.0 0.0
Cl -0.580 -15.288 -1.932 0.0 0.0 0.0
Cl -1.827 -13.918 -4.147 0.0 0.0 0.0
Cl -0.810 -12.408 -1.905 -0.1 -0.6 -0.4
```
Positions in Å, forces in eV/Å.

The largest force on an atom is 1.89 eV/Å. As for the highest occupied orbital energy: -0.3044 Ha. The total energy comes out at -899910.4749 eV.

=====

Computed, not measured: 2 unconnected molecules or ions with the total composition C4H5N3O at a distorted geometry, with ωB97M-V/def2-TZVPD.

```
13
Properties=species:S:1:pos:R:3:forces:R:3
C -1.101 -0.964 0.662 -0.2 -0.6 0.2
C -0.212 -0.449 1.526 -1.2 -0.1 0.5
C -0.270 -1.231 -0.541 -3.0 -0.4 -1.0
C 0.281 1.066 -1.417 0.9 1.3 4.6
N 0.198 2.044 -0.689 0.2 -3.7 -0.6
N 0.981 -0.384 0.941 1.1 1.2 2.3
N 0.990 -0.690 -0.274 0.1 -0.4 -6.1
O -0.677 -1.766 -1.578 1.1 0.4 0.4
H -2.131 -1.288 0.894 0.9 0.3 -0.5
H -0.221 -0.169 2.531 -0.6 0.4 1.4
H 0.454 0.719 -2.373 -0.2 -0.9 -2.1
H -0.046 2.972 -0.882 -0.3 1.5 -0.6
H 1.754 0.142 1.200 1.3 1.0 1.3
```
Positions in Å, forces in eV/Å.

The largest force on an atom is 6.07 eV/Å. As for the highest occupied orbital energy (alpha / beta): -0.2823 / -0.2823 Ha. The total energy comes out at -10742.3927 eV. The energy above the lowest of the compared OMol25 structures with the same formula, charge and spin comes out at 120.4 kcal/mol.